Entry 1:
ORCA calculation (the ωB97M-V functional and the def2-TZVPD basis) on a gas-phase ion, C2H2N3S3 (charge -1) in a non-equilibrium geometry.

CARTESIAN COORDINATES (ANGSTROEM)
C 0.31 -1.53 -0.48
C 1.03 0.99 -0.69
N -0.62 -1.03 0.33
N -0.56 0.27 0.89
N 0.09 1.26 0.14
S -0.46 2.77 0.59
S 0.35 -3.07 -1.04
S 2.33 1.40 -1.55
H -1.02 -1.70 0.85
H -1.44 0.64 0.96

Values from the calculation:
LUMO level (alpha / beta): 3.12 / 2.79 eV
charge: -1
Kohn-Sham gap (alpha / beta): 6.93 / 6.07 eV

Results of the natural (NBO) charge analysis, in e, for atoms 1 through 2: -0.031 0.122

Entry 2:
ORCA calculation (the ωB97M-V functional and the def2-TZVPD basis) on a molecular structure, C29H42Cl3N3NaO2P2.

CARTESIAN COORDINATES (ANGSTROEM)
Na -1.33 1.05 0.15
C -0.14 -1.03 -5.03
C -0.80 -1.28 -3.67
C -2.32 -1.20 -3.80
P -0.26 -0.27 -2.20
C 0.22 1.43 -2.81
C 1.49 1.56 -3.66
C -0.96 2.15 -3.46
C 1.37 -0.96 -1.78
C 2.04 -1.92 -2.53
C 3.33 -2.33 -2.23
C 3.96 -1.78 -1.12
C 3.31 -0.85 -0.33
C 1.99 -0.39 -0.62
N 1.30 0.49 0.15
C 1.99 1.40 0.92
C 3.13 2.09 0.46
C 3.73 3.08 1.22
C 3.22 3.42 2.46
C 2.10 2.76 2.93
C 1.48 1.74 2.20
P -0.09 0.93 2.65
C 0.34 -0.83 3.12
C -0.37 -1.78 2.15
C 1.82 -1.14 3.21
C -0.53 1.68 4.29
C -2.01 1.36 4.56
C 0.34 1.32 5.49
H -0.45 -1.80 -5.74
H 0.95 -1.05 -4.98
H -0.44 -0.07 -5.44
H -0.56 -2.30 -3.36
H -2.65 -0.18 -4.02
H -2.81 -1.51 -2.88
H -2.67 -1.84 -4.62
H 0.43 1.94 -1.86
H 1.34 1.19 -4.67
H 2.33 1.01 -3.22
H 1.78 2.61 -3.73
H -1.20 1.71 -4.44
H -0.72 3.20 -3.63
H -1.85 2.12 -2.83
H 1.56 -2.35 -3.40
H 3.83 -3.08 -2.84
H 4.97 -2.08 -0.86
H 3.82 -0.43 0.53
H 3.51 1.85 -0.52
H 4.60 3.59 0.82
H 3.68 4.20 3.06
H 1.69 3.05 3.89
H -0.11 -0.97 4.10
H -0.01 -1.62 1.13
H -1.45 -1.62 2.15
H -0.18 -2.83 2.42
H 2.29 -1.03 2.23
H 1.98 -2.17 3.54
H 2.34 -0.47 3.90
H -0.47 2.76 4.11
H -2.14 0.28 4.68
H -2.64 1.69 3.73
H -2.34 1.83 5.48
H 0.19 0.27 5.77
H 0.06 1.93 6.36
H 1.40 1.46 5.30
N -3.33 -0.60 0.33
C -4.44 -0.08 -0.48
C -4.87 1.28 0.06
C -3.61 2.15 0.21
O -2.97 2.35 -0.85
O -3.25 2.45 1.37
H -3.00 -1.50 -0.01
H -3.62 -0.72 1.30
H -5.30 -0.76 -0.52
H -4.06 0.06 -1.49
H -5.37 1.18 1.03
H -5.57 1.74 -0.65
Cl 1.01 -5.37 -2.08
C 0.50 -4.80 -0.47
Cl 1.79 -3.90 0.30
Cl 0.02 -6.20 0.52
C -0.68 -3.95 -0.65
N -1.63 -3.32 -0.81

Values from the calculation:
LUMO level: 2.06 eV
charge: -1
Kohn-Sham gap: 5.72 eV

Results of the Löwdin charge analysis, in e, for atoms 1 through 2: 0.150 -0.123

Entry 3:
ORCA calculation (the ωB97M-V functional and the def2-TZVPD basis) on a molecular structure, C4H8O in a non-equilibrium geometry.

CARTESIAN COORDINATES (ANGSTROEM)
C -1.18 0.71 0.11
C -0.71 -0.96 0.17
C 0.36 -0.32 -0.53
C 1.62 0.14 0.08
O 2.25 -0.85 -0.58
H -2.22 0.53 0.29
H -0.72 1.26 0.94
H -1.14 1.37 -0.79
H -1.35 -1.71 -0.35
H -0.61 -1.18 1.24
H 0.23 -0.23 -1.60
H 1.89 1.18 -0.17
H 1.56 0.05 1.19

Values from the calculation:
LUMO level (alpha / beta): 0.68 / 0.68 eV
charge: 0
Kohn-Sham gap (alpha / beta): 9.08 / 9.08 eV

Results of the natural (NBO) charge analysis, in e, for atoms 1 through 2: -0.603 -0.367

Entry 4:
ORCA calculation (the ωB97M-V functional and the def2-TZVPD basis) on 10 unconnected molecules or ions with the total composition C4H28N2O11 in a non-equilibrium geometry.

CARTESIAN COORDINATES (ANGSTROEM)
O 1.54 -0.16 -1.98
C 0.80 -0.03 -0.98
N 0.09 1.18 -1.15
C -1.15 1.55 -0.51
O -1.05 1.46 0.85
C 0.53 -0.99 0.12
C 1.70 -1.28 1.09
N 0.10 -2.23 -0.63
H 0.41 1.66 -1.96
H -1.39 2.52 -0.97
H -1.76 0.68 -0.76
H -0.17 1.66 1.25
H -0.32 -0.66 0.77
H 2.44 -1.87 0.59
H 1.99 -0.31 1.46
H 1.24 -1.76 1.94
H -0.57 -2.75 -0.04
H 0.85 -2.87 -0.74
H 1.76 1.12 -3.83
H 2.92 0.81 -3.03
O 2.47 1.57 -3.39
H 2.93 2.60 0.99
H 1.89 3.87 1.05
O 2.64 3.40 1.49
H -1.26 -1.71 -2.06
H -0.65 -0.98 -3.26
O -1.54 -1.18 -2.85
H 1.82 2.18 2.60
H 0.79 1.93 3.76
O 1.05 1.57 2.89
H -3.77 -0.19 0.93
H -2.43 0.42 1.39
O -3.00 -0.30 1.53
H 3.92 -1.03 -1.16
H 2.72 -1.35 -1.98
O 3.64 -1.66 -1.82
H -1.06 0.17 3.39
H -2.47 -0.58 3.56
O -1.50 -0.54 3.79
H -1.42 -2.18 2.60
H -2.31 -1.93 1.48
O -1.79 -2.65 1.85
H -4.07 -0.83 -1.48
H -3.55 0.54 -1.85
O -3.92 0.06 -1.13

Values from the calculation:
<S²>: 0.75
LUMO level (alpha / beta): 2.57 / 2.48 eV
multiplicity: 2
charge: -1
Kohn-Sham gap (alpha / beta): 2.45 / 7.36 eV

Results of the natural (NBO) charge analysis, in e, for atoms 1 through 2: -0.890 0.406

Entry 5:
ORCA calculation (the ωB97M-V functional and the def2-TZVPD basis) on a molecular structure, C31H32ClGaGeN2O6.

CARTESIAN COORDINATES (ANGSTROEM)
Ga -0.61 -1.09 0.76
C 1.91 -4.90 0.03
C 1.50 -4.20 -1.24
C 1.49 -4.87 -2.46
C 1.16 -4.22 -3.63
Cl 1.12 -5.10 -5.12
C 0.83 -2.87 -3.63
C 0.83 -2.19 -2.43
C 1.15 -2.85 -1.26
O 1.10 -2.15 -0.04
C 2.30 -1.40 0.27
C 2.11 0.04 -0.18
O 2.88 0.63 -0.89
O 0.96 0.52 0.31
H 1.52 -5.91 0.06
H 1.56 -4.36 0.91
H 3.00 -4.96 0.09
H 1.76 -5.92 -2.48
H 0.59 -2.37 -4.56
H 0.57 -1.13 -2.40
H 3.17 -1.84 -0.21
H 2.42 -1.41 1.36
C -0.95 -2.48 4.44
C -0.76 -1.99 3.03
O 0.17 -1.18 2.73
O -1.55 -2.39 2.11
H -0.34 -1.90 5.12
H -0.66 -3.53 4.48
H -2.00 -2.42 4.70
C 4.85 4.03 1.63
C 4.11 3.20 2.45
C 2.85 2.78 2.05
C 2.34 3.19 0.82
C 3.08 4.04 0.00
C 4.34 4.46 0.41
Ge 0.66 2.47 0.21
C -0.76 2.54 1.53
C -1.99 1.93 1.26
C -3.03 2.04 2.17
C -2.86 2.77 3.34
C -1.65 3.39 3.61
C -0.60 3.28 2.70
C -0.03 2.66 -1.59
C -1.23 3.36 -1.76
C -1.79 3.48 -3.02
C -1.16 2.91 -4.12
C 0.04 2.22 -3.96
C 0.61 2.10 -2.70
H 5.84 4.35 1.94
H 4.51 2.86 3.40
H 2.26 2.12 2.69
H 2.69 4.36 -0.95
H 4.92 5.11 -0.23
H -2.13 1.38 0.34
H -3.99 1.57 1.96
H -3.68 2.85 4.05
H -1.52 3.96 4.52
H 0.35 3.77 2.91
H -1.72 3.81 -0.90
H -2.71 4.03 -3.15
H -1.60 3.00 -5.11
H 0.54 1.79 -4.81
H 1.55 1.58 -2.58
C -4.76 -1.01 -0.53
N -4.19 -2.31 -0.87
C -2.87 -2.54 -0.91
N -2.45 -3.79 -1.19
O -2.05 -1.60 -0.74
H -5.66 -0.85 -1.11
H -4.03 -0.24 -0.76
H -5.00 -0.96 0.53
H -4.82 -3.08 -0.97
H -3.08 -4.56 -1.29
H -1.46 -3.98 -1.16

Values from the calculation:
<S²>: 0.75
LUMO level (alpha / beta): -1.85 / -3.05 eV
multiplicity: 2
charge: +1
Kohn-Sham gap (alpha / beta): 7.68 / 8.63 eV

Results of the Löwdin charge analysis, in e, for atoms 1 through 2: 0.823 -0.005

Entry 6:
ORCA calculation (the ωB97M-V functional and the def2-TZVPD basis) on a molecular structure, C44H35N6PdS2Sb in a non-equilibrium geometry.

CARTESIAN COORDINATES (ANGSTROEM)
Pd 0.26 0.24 -0.75
C 1.63 3.77 1.77
C 2.99 3.65 1.57
C 3.48 2.67 0.72
C 2.57 1.84 0.09
N 1.24 1.97 0.28
C 0.78 2.92 1.09
C 2.73 1.05 -2.21
C 3.50 1.99 -2.86
C 3.38 2.10 -4.23
C 2.50 1.26 -4.90
C 1.74 0.37 -4.15
N 1.85 0.28 -2.83
H 1.22 4.52 2.44
H 3.68 4.32 2.07
H 4.54 2.56 0.54
H -0.30 2.97 1.20
H 4.19 2.62 -2.30
H 3.99 2.81 -4.78
H 2.40 1.30 -5.97
H 1.02 -0.29 -4.62
N -2.10 0.69 -4.28
C -2.01 2.06 -4.13
C -2.53 3.10 -4.84
C -2.28 4.39 -4.35
C -1.51 4.63 -3.20
C -0.95 3.59 -2.49
C -1.20 2.28 -2.95
N -0.84 1.12 -2.44
C -1.41 0.10 -3.23
C -1.32 -1.23 -2.89
C -1.94 -2.34 -3.50
S -1.55 -3.78 -2.66
C -0.60 -2.85 -1.55
N -0.56 -1.59 -1.78
H -2.59 0.21 -5.01
H -3.13 2.95 -5.73
H -2.72 5.24 -4.87
H -1.36 5.65 -2.86
H -0.35 3.76 -1.60
H -2.57 -2.36 -4.38
H -0.08 -3.34 -0.74
N 2.86 0.78 -0.80
C 3.82 -0.27 -0.55
C 3.35 -1.59 -0.58
C 4.23 -2.65 -0.45
C 5.59 -2.40 -0.27
C 6.05 -1.10 -0.23
C 5.18 -0.03 -0.38
H 2.30 -1.76 -0.75
H 3.87 -3.66 -0.50
H 6.29 -3.23 -0.18
H 7.11 -0.90 -0.09
H 5.56 0.98 -0.39
S -2.09 0.63 0.25
Sb -2.16 -0.81 2.08
C -2.27 -2.86 1.51
C -1.27 -3.74 1.88
C -1.36 -5.07 1.49
C -2.45 -5.51 0.75
C -3.46 -4.62 0.39
C -3.37 -3.28 0.76
C -0.28 -0.61 3.03
C -0.17 -0.07 4.30
C 1.08 0.11 4.87
C 2.22 -0.28 4.17
C 2.11 -0.82 2.90
C 0.86 -0.98 2.32
C -3.74 -0.24 3.37
C -3.84 -0.85 4.62
C -4.89 -0.49 5.46
C -5.82 0.46 5.04
C -5.71 1.06 3.79
C -4.66 0.71 2.95
H -0.43 -3.41 2.48
H -0.59 -5.77 1.79
H -2.53 -6.55 0.47
H -4.31 -4.96 -0.18
H -4.15 -2.58 0.48
H -1.06 0.23 4.85
H 1.18 0.53 5.86
H 3.19 -0.17 4.62
H 3.00 -1.14 2.36
H 0.76 -1.45 1.34
H -3.13 -1.59 4.93
H -4.98 -0.95 6.43
H -6.64 0.73 5.70
H -6.43 1.79 3.47
H -4.57 1.18 1.97

Values from the calculation:
<S²>: 6.05
LUMO level (alpha / beta): -4.35 / -7.67 eV
multiplicity: 5
charge: +2
Kohn-Sham gap (alpha / beta): 6.10 / 5.87 eV

Results of the Löwdin charge analysis, in e, for atoms 1 through 2: 0.849 -0.029

Entry 7:
ORCA calculation (the ωB97M-V functional and the def2-TZVPD basis) on a single C3H3N2PS molecule in a non-equilibrium geometry.

CARTESIAN COORDINATES (ANGSTROEM)
S -2.86 -1.64 -0.67
P -1.30 -1.83 0.45
N -0.34 -0.46 0.17
C 0.81 -0.18 0.83
C 1.37 0.86 0.24
N 0.55 1.32 -0.75
C -0.44 0.53 -0.81
H 1.20 -0.67 1.66
H 2.26 1.49 0.32
H -1.25 0.59 -1.43

Values from the calculation:
LUMO level: -1.50 eV
charge: 0
Kohn-Sham gap: 8.02 eV
SMILES string: S=Pn1ccnc1

Results of the natural (NBO) charge analysis, in e, for atoms 1 through 2: -0.413 0.879

Entry 8:
ORCA calculation (the ωB97M-V functional and the def2-TZVPD basis) on a molecular structure, C34H31BrCoN11O2Se2 in a non-equilibrium geometry.

CARTESIAN COORDINATES (ANGSTROEM)
Co 0.07 0.41 0.28
N 0.87 4.51 0.13
C 1.45 3.33 0.22
N 0.51 2.40 0.14
C -0.64 3.12 -0.01
N -0.47 4.40 -0.02
C -1.88 2.39 -0.21
C -3.14 2.95 -0.15
N -4.23 2.22 -0.33
C -4.06 0.93 -0.60
C -2.80 0.35 -0.67
N -1.71 1.08 -0.46
H 1.30 5.43 0.15
H 2.52 3.17 0.34
H -3.26 4.01 0.06
H -4.95 0.34 -0.76
H -2.66 -0.69 -0.91
C 6.28 1.00 2.60
N 6.27 0.22 1.37
C 5.24 0.09 0.53
Se 3.55 0.84 0.71
N 5.64 -0.68 -0.50
C 6.97 -1.05 -0.33
C 7.84 -1.81 -1.11
C 9.13 -1.96 -0.63
C 9.54 -1.37 0.58
C 8.67 -0.61 1.34
C 7.38 -0.47 0.86
H 5.27 1.07 2.97
H 6.67 2.00 2.41
H 6.91 0.50 3.33
H 5.04 -0.90 -1.27
H 7.53 -2.26 -2.04
H 9.84 -2.54 -1.20
H 10.56 -1.51 0.91
H 9.00 -0.15 2.27
Br -4.73 0.59 3.68
C -3.65 -0.96 3.76
C -4.18 -2.02 4.48
C -3.52 -3.23 4.57
C -2.31 -3.41 3.91
C -1.77 -2.36 3.20
C -2.40 -1.11 3.10
C -1.71 -0.03 2.32
O -2.15 1.09 2.21
O -0.56 -0.42 1.77
H -5.12 -1.87 5.00
H -3.96 -4.04 5.15
H -1.79 -4.36 3.97
H -0.82 -2.49 2.69
N 1.65 -2.24 1.34
C 1.39 -2.28 0.02
C 1.70 -3.44 -0.73
C 1.47 -3.45 -2.07
C 0.91 -2.32 -2.71
C 0.63 -1.25 -1.93
N 0.85 -1.20 -0.59
H 1.98 -3.07 1.80
H 1.30 -1.50 1.91
H 2.13 -4.29 -0.22
H 1.71 -4.34 -2.65
H 0.73 -2.29 -3.77
H 0.21 -0.35 -2.37
C -4.60 -4.73 -2.01
N -4.74 -4.02 -0.75
C -3.74 -3.50 -0.02
Se -1.94 -3.45 -0.47
N -4.28 -2.97 1.09
C -5.67 -3.14 1.08
C -6.67 -2.75 1.98
C -7.96 -3.09 1.63
C -8.25 -3.80 0.46
C -7.26 -4.17 -0.43
C -5.96 -3.82 -0.09
H -3.66 -4.45 -2.47
H -5.42 -4.44 -2.66
H -4.62 -5.80 -1.83
H -3.74 -2.54 1.81
H -6.44 -2.20 2.88
H -8.77 -2.82 2.29
H -9.28 -4.04 0.25
H -7.49 -4.72 -1.33

Values from the calculation:
LUMO level (alpha / beta): -8.31 / -8.40 eV
charge: +2
Kohn-Sham gap (alpha / beta): 3.52 / 3.41 eV

Results of the Löwdin charge analysis, in e, for atoms 1 through 2: 0.792 0.089